1.
Entry from OMol25: C8H6IN2O2PPbS as an isolated structure in a non-equilibrium geometry (ωB97M-V with the def2-TZVPD basis set).

Atoms and positions in Å:
O: -2.13 -0.62 3.72
P: -2.43 0.52 2.39
O: -1.89 2.10 2.99
S: -4.32 0.64 1.91
C: -1.34 -0.07 0.89
C: -1.77 -1.46 0.16
N: -1.01 -2.03 -1.01
C: 0.17 -1.18 -1.39
C: 1.12 -1.71 -2.65
C: 2.43 -0.84 -3.21
C: 2.79 0.58 -2.48
C: 1.84 1.07 -1.24
I: 2.31 3.01 -0.24
C: 0.53 0.22 -0.65
N: -0.20 0.83 0.51
H: -1.14 -0.81 3.62
H: -0.89 1.95 3.15
H: -2.70 -2.05 0.60
H: 0.93 -2.73 -3.23
H: 3.10 -1.21 -4.11
H: 3.67 1.29 -2.80
Pb: 0.92 2.50 3.06

Properties
LUMO level: -10.90 eV
Net charge: +2
Orbital gap: 3.966 eV
DFT total energy: -48910.8111 eV


2.
Entry from OMol25: an isolated molecule of C8H6N2 in a non-equilibrium geometry (ωB97M-V with the def2-TZVPD basis set).

Atoms and positions in Å:
C: 0.97 -0.06 -2.20
C: 0.36 1.19 -2.22
C: -0.30 1.52 -1.02
C: -0.22 0.61 0.00
N: -1.09 0.93 1.13
C: -1.06 0.12 2.12
N: -0.53 -1.10 2.19
C: 0.23 -1.55 1.21
C: 0.46 -0.62 0.03
C: 1.15 -0.94 -1.16
H: 1.53 -0.46 -3.10
H: 0.39 1.77 -3.10
H: -0.88 2.42 -0.81
H: -1.61 0.31 3.10
H: 0.69 -2.50 1.35
H: 1.71 -1.93 -1.24

Properties
LUMO level: -0.20 eV
Orbital gap: 9.011 eV
DFT total energy: -11372.4676 eV
Relative energy (zero: lowest compared OMol25 entry of this formula, charge and spin): 0.334 eV


3.
Entry from OMol25: an isolated molecule of C8H6N2O in a non-equilibrium geometry (ωB97M-V with the def2-TZVPD basis set).

Atoms and positions in Å:
N: 4.48 0.70 -0.54
C: 3.37 0.35 -0.40
C: 2.08 -0.14 -0.04
C: 2.15 -0.90 1.18
N: 2.41 -1.24 2.23
C: 0.80 0.65 -0.42
C: -0.34 0.47 0.54
C: -0.93 -0.92 0.28
C: -0.09 -1.62 -0.87
O: -0.31 -2.69 -1.34
C: 1.02 -0.68 -1.19
H: 0.97 1.63 -1.04
H: -0.95 1.34 0.31
H: 0.19 0.58 1.55
H: -2.04 -1.05 0.15
H: -0.76 -1.50 1.14
H: 1.56 -0.73 -2.17

Properties
LUMO level: -0.05 eV
Orbital gap: 10.457 eV
DFT total energy: -13418.1968 eV
Relative energy (zero: lowest compared OMol25 entry of this formula, charge and spin): 3.109 eV


4.
Entry from OMol25: an isolated molecule of C8H6N2O2S in a non-equilibrium geometry (ωB97M-V with the def2-TZVPD basis set).

Atoms and positions in Å:
O: -1.41 1.66 1.58
S: -1.45 1.21 0.23
O: -2.80 1.30 -0.33
C: -0.46 2.35 -0.66
C: 0.77 2.01 -0.73
C: 1.64 1.34 0.28
C: 1.42 0.10 0.57
C: 0.38 -0.92 0.40
C: 0.82 -2.31 0.43
N: -0.06 -3.22 0.23
C: -1.26 -2.74 -0.14
N: -1.70 -1.48 -0.19
C: -0.93 -0.42 0.04
H: -0.96 3.21 -1.40
H: 1.42 2.64 -1.32
H: 2.70 1.70 0.12
H: 2.25 -0.59 0.69
H: 1.72 -2.55 0.81
H: -2.08 -3.28 -0.61

Properties
LUMO level: -1.07 eV
Orbital gap: 8.601 eV
DFT total energy: -26297.7686 eV
Relative energy (zero: lowest compared OMol25 entry of this formula, charge and spin): 5.339 eV


5.
Entry from OMol25: an isolated ion of composition C8H6N2O3S and charge +2 in a non-equilibrium geometry (ωB97M-V with the def2-TZVPD basis set).

Atoms and positions in Å:
C: -2.14 -0.14 0.04
C: -2.14 1.24 -0.35
C: -0.96 -0.85 0.22
C: -0.92 1.97 -0.29
C: 0.29 -0.19 0.08
C: 0.31 1.21 -0.13
C: 2.72 -0.20 0.14
C: 2.79 1.27 0.06
N: 1.54 -0.82 0.11
N: 1.47 1.92 0.13
O: 3.71 1.96 -0.18
O: 1.49 3.11 0.38
O: 1.61 -2.16 0.04
S: 4.13 -1.15 -0.14
H: -3.06 -0.69 0.23
H: -2.95 1.83 -0.57
H: -1.19 -1.88 0.19
H: -0.85 3.15 -0.33
H: 1.08 -2.76 0.70
H: 4.95 -0.01 -0.39

Properties
LUMO level (alpha / beta): -12.00 / -11.69 eV
Net charge: +2
Orbital gap (alpha / beta): 5.837 / 6.137 eV
DFT total energy: -28326.5831 eV


6.
Entry from OMol25: an isolated molecule of C8H6N2S in a non-equilibrium geometry (ωB97M-V with the def2-TZVPD basis set).

Atoms and positions in Å:
H: -3.21 -0.41 0.34
N: -2.53 0.33 0.49
C: -1.35 0.08 0.15
C: -0.26 1.11 0.34
C: 1.02 0.34 0.26
C: 2.33 0.59 0.49
S: 3.30 -0.80 0.19
C: 1.92 -1.75 -0.26
C: 0.81 -1.00 -0.17
C: -0.78 -1.20 -0.46
C: -1.30 -2.42 0.08
N: -1.73 -3.39 0.51
H: -0.38 1.64 1.29
H: -0.32 1.85 -0.46
H: 2.80 1.50 0.81
H: 2.04 -2.77 -0.55
H: -0.92 -1.20 -1.55

Properties
LUMO level: 0.51 eV
Orbital gap: 9.947 eV
DFT total energy: -22207.6726 eV
Relative energy (zero: lowest compared OMol25 entry of this formula, charge and spin): 0.935 eV


7.
Entry from OMol25: an isolated molecule of C8H6O in a non-equilibrium geometry (ωB97M-V with the def2-TZVPD basis set).

Atoms and positions in Å:
C: 0.68 -1.17 -1.56
C: 1.52 -0.17 -1.41
C: 0.92 0.50 -0.18
C: 1.10 0.20 1.37
C: 0.65 -1.14 1.10
C: -0.02 -0.87 -0.20
C: -0.52 0.62 -0.25
C: -0.90 1.12 1.41
O: 0.41 1.18 2.02
H: 0.21 -1.85 -2.39
H: 2.18 0.43 -2.03
H: 0.77 -2.15 1.47
H: -1.13 1.10 -0.90
H: -1.12 2.18 1.34
H: -1.79 0.50 1.78

Properties
LUMO level (alpha / beta): 0.36 / 0.36 eV
Orbital gap (alpha / beta): 8.343 / 8.345 eV
DFT total energy: -10431.5384 eV
Relative energy (zero: lowest compared OMol25 entry of this formula, charge and spin): 7.750 eV


8.
Entry from OMol25: C8H6O2 as an isolated structure in a non-equilibrium geometry (ωB97M-V with the def2-TZVPD basis set).

Atoms and positions in Å:
C: 1.80 -0.05 -0.14
C: 1.47 1.32 -0.09
C: 0.14 1.90 0.09
C: -0.75 0.85 -0.24
C: -2.72 -0.30 -0.02
C: -1.71 -1.17 -0.09
C: -0.38 -0.52 -0.11
C: 0.72 -1.07 -0.03
H: 3.26 -1.27 0.63
H: 2.42 1.85 0.11
H: -0.33 2.86 0.21
H: -3.84 -0.43 -0.18
H: -1.82 -2.33 0.39
H: 0.89 -2.18 -0.17
O: 3.07 -0.38 -0.21
O: -2.20 0.93 -0.16

Properties
LUMO level: 0.03 eV
Orbital gap: 8.240 eV
DFT total energy: -12483.6041 eV
Relative energy (zero: lowest compared OMol25 entry of this formula, charge and spin): 4.584 eV